Formula: C20H18AuF6N5P
Source: the Open Molecules 2025 dataset
Level of theory: ωB97M-V with the def2-TZVPD basis set

Summary:
⟨S²⟩ = 0.87
Largest force on an atom = 0.010 hartree/bohr
Spin multiplicity = 2
Charge = +2
Relative energy (zero: lowest compared OMol25 entry of this formula, charge and spin) = 0.00 kcal/mol
Total energy = -57755.59710 eV

CARTESIAN COORDINATES (ANGSTROEM)
Au  0.070  -0.333  -0.097
C  4.262  -2.878  4.858
C  3.144  -2.157  4.174
C  1.850  -2.146  4.702
C  0.834  -1.526  4.024
C  1.056  -0.890  2.776
N  -0.013  -0.363  2.101
C  -0.933  0.377  2.666
C  -0.624  1.067  3.915
C  -1.498  1.908  4.498
C  -2.731  2.176  3.858
C  -3.631  3.224  4.381
C  -3.068  1.527  2.642
C  -2.233  0.655  2.030
N  -2.718  -0.040  0.906
C  -4.033  -0.266  0.599
C  -4.096  -0.835  -0.634
C  -2.765  -0.929  -1.064
N  -1.951  -0.449  -0.143
C  2.380  -0.897  2.238
C  3.377  -1.521  2.945
N  2.769  -0.128  1.108
C  3.927  0.567  0.968
C  3.966  1.102  -0.289
C  2.776  0.699  -0.892
N  2.071  -0.059  -0.059
H  4.068  -3.002  5.921
H  5.210  -2.360  4.724
H  4.370  -3.875  4.419
H  1.647  -2.666  5.629
H  -0.187  -1.591  4.379
H  0.389  0.985  4.282
H  -1.217  2.478  5.373
H  -3.486  3.389  5.447
H  -4.676  3.009  4.162
H  -3.378  4.161  3.863
H  -4.002  1.798  2.170
H  -4.816  -0.040  1.303
H  -4.980  -1.149  -1.163
H  -2.368  -1.311  -1.993
H  4.380  -1.532  2.539
H  4.624  0.646  1.787
H  4.736  1.724  -0.711
H  2.391  0.932  -1.873
F  0.043  2.002  0.754
P  -0.620  3.539  0.478
F  -1.084  3.527  2.052
F  -0.138  3.404  -1.036
F  -1.998  2.746  0.124
F  -1.302  4.935  0.247
F  0.774  4.170  0.915

Formula: C5H8NO
Source: the Open Molecules 2025 dataset
Level of theory: ωB97M-V with the def2-TZVPD basis set

Summary:
Largest force on an atom = 0.117 hartree/bohr
Charge = +1
Relative energy (zero: lowest compared OMol25 entry of this formula, charge and spin) = 75.09 kcal/mol
Total energy = -8841.50463 eV

CARTESIAN COORDINATES (ANGSTROEM)
C  0.718  -0.445  1.536
C  -1.171  0.342  0.082
C  1.162  0.641  0.557
C  0.522  0.006  -1.535
C  -0.824  -0.557  -1.032
N  -0.184  0.601  1.111
O  1.356  0.590  -0.734
H  0.945  -0.374  2.639
H  -1.459  1.370  -0.180
H  -2.101  -0.018  0.426
H  1.830  1.281  1.056
H  0.755  0.102  -2.628
H  0.554  -1.427  1.097
H  -0.598  -1.595  -0.602
H  -1.505  -0.517  -1.791

Formula: C10H17F4NO
Source: the Open Molecules 2025 dataset
Level of theory: ωB97M-V with the def2-TZVPD basis set

Summary:
Largest force on an atom = 0.121 hartree/bohr
Charge = 0
Total energy = -25040.26080 eV

CARTESIAN COORDINATES (ANGSTROEM)
C  -0.525  2.290  -2.295
C  0.279  1.096  -2.705
C  0.237  -0.358  -1.878
C  -0.956  -1.139  -2.752
N  -2.282  -0.806  -2.104
C  -1.989  -0.851  -0.593
C  -0.432  -0.345  -0.356
C  0.391  -1.364  0.646
C  0.077  -1.140  2.240
O  -0.266  0.239  2.622
C  0.863  1.167  2.454
C  2.036  1.053  3.593
F  2.087  2.374  4.322
F  3.361  0.941  2.902
F  1.807  0.022  4.632
H  -1.699  2.241  -2.480
H  -0.085  3.257  -1.805
H  0.951  1.146  -3.687
H  1.205  -1.025  -2.025
H  -0.937  -2.309  -2.740
H  -1.001  -0.872  -3.914
H  -3.105  -1.405  -2.356
H  -2.540  0.142  -2.498
H  -2.278  -1.957  -0.312
H  -2.596  -0.004  -0.013
H  -0.544  0.737  0.074
H  1.549  -1.118  0.495
H  0.225  -2.508  0.400
H  -0.889  -1.798  2.482
H  0.954  -1.620  2.854
H  0.404  2.265  2.548
H  1.388  1.129  1.408
F  4.308  0.520  0.841

Formula: C5H12N2
Source: the Open Molecules 2025 dataset
Level of theory: ωB97M-V with the def2-TZVPD basis set

Summary:
Largest force on an atom = 0.039 hartree/bohr
Structure (SMILES) = CCCC/N=C\N
Charge = 0
Relative energy (zero: lowest compared OMol25 entry of this formula, charge and spin) = 27.47 kcal/mol
Total energy = -8358.94484 eV

CARTESIAN COORDINATES (ANGSTROEM)
C  2.943  -0.990  0.522
C  2.293  0.279  -0.098
C  0.898  0.539  0.501
C  -0.154  -0.454  0.038
N  -1.429  -0.113  0.662
C  -2.336  0.478  0.015
N  -2.659  0.397  -1.328
H  2.364  -1.839  0.150
H  3.985  -1.108  0.287
H  2.822  -1.080  1.598
H  3.018  1.089  0.078
H  2.256  0.192  -1.183
H  0.616  1.515  0.071
H  0.879  0.780  1.573
H  0.073  -1.471  0.375
H  -0.171  -0.422  -1.070
H  -2.934  1.294  0.462
H  -2.269  -0.405  -1.797
H  -3.614  0.593  -1.580

Formula: C4H9NO
Source: the Open Molecules 2025 dataset
Level of theory: ωB97M-V with the def2-TZVPD basis set

Summary:
Largest force on an atom = 0.011 hartree/bohr
Structure (SMILES) = CCO/C=N/C
Charge = 0
Relative energy (zero: lowest compared OMol25 entry of this formula, charge and spin) = 34.53 kcal/mol
Total energy = -7830.82246 eV

CARTESIAN COORDINATES (ANGSTROEM)
C  -2.617  -0.101  -0.205
C  -1.296  -0.629  0.318
O  -0.562  0.474  0.867
C  0.733  0.598  0.542
N  1.385  -0.215  -0.170
C  2.774  0.124  -0.434
H  -3.177  0.409  0.585
H  -2.451  0.607  -1.022
H  -3.224  -0.930  -0.583
H  -1.452  -1.355  1.124
H  -0.705  -1.106  -0.468
H  1.131  1.518  0.986
H  3.157  -0.534  -1.218
H  3.401  -0.020  0.454
H  2.903  1.160  -0.776

Formula: C2H8OS2
Source: the Open Molecules 2025 dataset
Level of theory: ωB97M-V with the def2-TZVPD basis set

Summary:
Largest force on an atom = 0.066 hartree/bohr
Structure (SMILES) = CCSS.O
Charge = 0
Relative energy (zero: lowest compared OMol25 entry of this formula, charge and spin) = 37.51 kcal/mol
Total energy = -25920.30892 eV

CARTESIAN COORDINATES (ANGSTROEM)
C  -1.004  -1.030  -1.227
C  -1.000  -0.594  0.223
S  0.718  0.065  0.762
S  -0.413  1.068  2.557
H  -1.256  -0.287  -2.004
H  -0.020  -1.454  -1.368
H  -1.564  -2.009  -1.258
H  -1.668  0.236  0.205
H  -1.249  -1.353  0.971
H  0.767  1.513  3.093
O  1.122  -0.422  -4.620
H  1.946  -0.318  -5.088
H  1.212  -1.341  -4.662

Formula: C5H10N2O
Source: the Open Molecules 2025 dataset
Level of theory: ωB97M-V with the def2-TZVPD basis set

Summary:
⟨S²⟩ = 0.75
Largest force on an atom = 0.128 hartree/bohr
Spin multiplicity = 2
Charge = -1
Relative energy (zero: lowest compared OMol25 entry of this formula, charge and spin) = 113.96 kcal/mol
Total energy = -10369.14262 eV

CARTESIAN COORDINATES (ANGSTROEM)
O  2.213  -0.297  -0.850
C  1.720  -1.202  -1.578
C  -1.326  2.469  1.497
C  -1.823  1.712  2.586
C  -0.449  0.679  -0.177
N  1.487  -2.487  -1.392
C  -0.408  -0.939  -0.329
N  -1.628  -0.047  0.089
H  1.728  -0.910  -2.670
H  -1.799  2.425  0.547
H  -0.533  3.142  1.665
H  -2.475  0.875  2.351
H  -1.317  1.790  3.498
H  0.363  0.968  0.497
H  -0.452  1.242  -1.115
H  2.129  -2.708  -0.637
H  -0.843  -1.767  -0.751
H  0.203  -1.259  0.551

Formula: C2H3ClFNO
Source: the Open Molecules 2025 dataset
Level of theory: ωB97M-V with the def2-TZVPD basis set

Summary:
Largest force on an atom = 0.125 hartree/bohr
Structure (SMILES) = CN(Cl)C(=O)F
Charge = 0
Relative energy (zero: lowest compared OMol25 entry of this formula, charge and spin) = 61.20 kcal/mol
Total energy = -20897.66592 eV

CARTESIAN COORDINATES (ANGSTROEM)
C  -0.904  0.192  0.721
N  0.423  -0.255  0.464
Cl  0.705  -1.937  0.534
C  0.982  0.221  -1.161
O  0.621  1.209  -1.660
F  1.941  -0.593  -1.354
H  -1.265  -0.322  1.593
H  -0.886  1.354  0.976
H  -1.616  0.131  -0.113

Formula: C8H6F6N5O4S4V
Source: the Open Molecules 2025 dataset
Level of theory: ωB97M-V with the def2-TZVPD basis set

Summary:
⟨S²⟩ = 0.81
Largest force on an atom = 0.017 hartree/bohr
Spin multiplicity = 2
Charge = +1
Total energy = -109360.96675 eV

CARTESIAN COORDINATES (ANGSTROEM)
V  -0.084  0.075  0.003
F  3.707  2.782  -1.266
C  2.657  2.094  -1.658
F  2.804  1.708  -2.911
F  1.564  2.833  -1.532
S  2.515  0.593  -0.551
O  1.650  1.050  0.553
O  3.820  0.156  -0.238
N  1.685  -0.551  -1.294
S  0.348  -0.525  -2.152
O  -0.187  0.806  -2.366
O  -0.548  -1.491  -1.532
C  0.831  -1.224  -3.798
F  1.745  -0.442  -4.339
F  -0.240  -1.278  -4.562
F  1.322  -2.435  -3.599
N  1.427  -2.765  1.323
C  0.426  -2.229  2.035
N  -0.262  -1.173  1.651
C  -1.237  -0.829  2.581
C  -1.283  -1.615  3.672
S  -0.087  -2.857  3.560
C  -2.061  0.312  2.199
C  -3.086  0.905  2.833
S  -3.713  2.203  1.878
C  -2.559  1.858  0.644
N  -1.750  0.858  0.952
N  -2.478  2.553  -0.499
H  1.652  -2.389  0.416
H  1.919  -3.579  1.643
H  -1.940  -1.559  4.523
H  -3.516  0.673  3.793
H  -3.160  3.257  -0.723
H  -1.878  2.224  -1.239

Formula: C8H9N3S2
Source: the Open Molecules 2025 dataset
Level of theory: ωB97M-V with the def2-TZVPD basis set

Summary:
Largest force on an atom = 0.106 hartree/bohr
Charge = 0
Relative energy (zero: lowest compared OMol25 entry of this formula, charge and spin) = 64.98 kcal/mol
Total energy = -34578.24478 eV

CARTESIAN COORDINATES (ANGSTROEM)
C  2.164  2.437  0.453
C  -1.559  -1.494  -1.637
C  -0.583  -0.570  -1.771
C  1.651  3.589  1.038
C  -0.080  1.930  0.760
C  1.090  1.518  0.279
C  -0.421  -1.549  0.140
C  1.377  0.141  -0.314
N  -1.500  -2.065  -0.413
N  0.155  -0.630  -0.558
N  -3.205  -3.383  2.077
S  0.035  3.562  1.448
S  -3.109  -3.548  0.659
H  3.104  2.347  -0.138
H  -2.395  -1.602  -2.315
H  -0.341  0.081  -2.453
H  2.348  4.385  1.298
H  -1.004  1.385  0.683
H  2.085  0.315  -1.183
H  2.127  -0.329  0.426
H  -0.026  -2.081  1.066
H  -1.913  -4.440  0.454

Formula: C25H44OP2Pb
Source: the Open Molecules 2025 dataset
Level of theory: ωB97M-V with the def2-TZVPD basis set

Summary:
Largest force on an atom = 0.073 hartree/bohr
Charge = +2
Relative energy (zero: lowest compared OMol25 entry of this formula, charge and spin) = 0.00 kcal/mol
Total energy = -52492.34331 eV

CARTESIAN COORDINATES (ANGSTROEM)
Pb  0.498  0.491  2.330
C  -1.881  -1.187  3.970
C  -1.501  -2.278  3.143
C  0.348  -1.649  4.374
C  -0.745  -0.799  4.747
C  -0.125  -2.551  3.367
C  -3.209  -0.535  4.004
H  -3.693  -0.608  3.024
H  -3.129  0.530  4.256
H  -3.887  -0.996  4.742
C  -0.667  0.402  5.619
H  -1.598  0.982  5.569
H  0.146  1.092  5.334
H  -0.492  0.117  6.664
C  1.749  -1.565  4.865
H  1.836  -2.024  5.861
H  2.107  -0.528  4.957
H  2.438  -2.086  4.185
C  0.710  -3.524  2.626
H  0.743  -4.508  3.123
H  1.748  -3.177  2.523
H  0.308  -3.678  1.617
C  -2.351  -2.932  2.128
H  -2.731  -3.895  2.494
H  -1.787  -3.119  1.205
H  -3.211  -2.304  1.871
C  -0.848  1.937  0.784
C  -1.960  1.124  0.849
C  -2.433  0.130  -0.154
C  -1.350  -0.561  -1.026
C  -0.147  -1.046  -0.290
C  0.987  -0.305  -0.095
C  1.212  1.111  -0.614
C  0.039  2.122  -0.440
H  -3.153  0.632  -0.824
H  -1.064  0.090  -1.873
H  -3.039  -0.647  0.354
H  -0.554  2.178  -1.372
H  -0.772  2.758  1.526
H  -2.645  1.300  1.686
H  0.498  3.122  -0.343
H  2.108  1.551  -0.136
H  1.929  -0.835  0.149
H  1.464  1.062  -1.690
H  -1.816  -1.448  -1.491
H  -0.124  -2.113  -0.008
P  -0.417  1.168  -4.340
C  -0.501  3.011  -4.358
C  -1.790  0.853  -5.531
P  1.851  -0.600  -5.102
C  1.015  1.009  -5.517
C  1.336  -1.573  -6.585
C  3.523  -0.140  -5.722
H  0.365  3.422  -3.823
H  -1.419  3.324  -3.846
H  -0.503  3.375  -5.394
H  -1.691  1.499  -6.413
H  -2.732  1.079  -5.015
H  -1.802  -0.201  -5.834
H  3.459  0.237  -6.750
H  4.162  -1.030  -5.685
H  3.949  0.629  -5.068
H  1.720  1.842  -5.346
H  0.671  1.012  -6.567
H  1.932  -2.495  -6.598
H  1.523  -1.006  -7.505
H  0.277  -1.847  -6.520
C  2.643  2.324  4.427
C  2.010  2.269  3.076
O  2.093  3.033  2.143
H  3.718  2.120  4.346
H  2.186  1.542  5.059
H  2.467  3.312  4.878

Formula: C4H6O2
Source: the Open Molecules 2025 dataset
Level of theory: ωB97M-V with the def2-TZVPD basis set

Summary:
Largest force on an atom = 0.023 hartree/bohr
Charge = 0
Relative energy (zero: lowest compared OMol25 entry of this formula, charge and spin) = 82.92 kcal/mol
Total energy = -8336.86534 eV

CARTESIAN COORDINATES (ANGSTROEM)
O  -0.632  -1.665  -0.604
C  -0.539  -0.679  0.411
C  0.864  -0.039  0.684
C  0.791  0.597  -0.713
C  -0.533  0.853  0.032
O  0.208  1.138  1.255
H  -1.546  -1.660  -0.927
H  -1.136  -1.100  1.220
H  1.737  -0.401  1.234
H  1.430  1.463  -0.898
H  0.743  -0.109  -1.541
H  -1.331  1.560  -0.216

Formula: C33H22ClFO11S
Source: the Open Molecules 2025 dataset
Level of theory: ωB97M-V with the def2-TZVPD basis set

Summary:
Largest force on an atom = 0.178 hartree/bohr
Structure (SMILES) = O=C(Cl)C[C@H]1OS(=O)(=O)O[C@]1(F)COO.O=C1c2ccccc2C(=O)c2ccccc21.O=C1c2ccccc2C(=O)c2ccccc21
Charge = 0
Relative energy (zero: lowest compared OMol25 entry of this formula, charge and spin) = 124.32 kcal/mol
Total energy = -83167.60853 eV

CARTESIAN COORDINATES (ANGSTROEM)
O  5.580  -2.087  3.410
C  4.507  -1.786  4.145
Cl  4.572  -1.786  5.997
C  3.077  -1.447  3.352
C  2.181  -2.842  3.463
O  3.118  -3.976  3.740
S  2.023  -5.297  3.950
O  2.477  -6.518  4.787
O  1.729  -5.751  2.487
O  0.827  -4.380  4.784
C  1.078  -2.918  4.677
F  1.395  -2.348  6.007
C  -0.212  -1.987  4.216
O  -1.434  -2.747  4.641
O  -2.299  -2.787  3.644
H  3.261  -1.245  2.213
H  2.448  -0.621  3.902
H  1.508  -2.996  2.505
H  -0.173  -0.956  4.815
H  -0.229  -1.764  3.050
H  -1.876  -3.257  2.861
O  2.598  -1.973  -0.495
C  2.607  -2.042  -1.718
C  3.156  -3.234  -2.396
C  3.650  -4.300  -1.633
C  4.133  -5.446  -2.266
C  4.123  -5.532  -3.658
C  3.648  -4.463  -4.421
C  3.169  -3.310  -3.788
C  2.684  -2.178  -4.603
O  2.747  -2.223  -5.826
C  2.117  -0.995  -3.925
C  1.621  0.070  -4.690
C  1.053  1.177  -4.059
C  0.978  1.225  -2.667
C  1.484  0.171  -1.903
C  2.061  -0.939  -2.534
H  3.655  -4.242  -0.546
H  4.512  -6.274  -1.672
H  4.488  -6.430  -4.151
H  3.648  -4.536  -5.507
H  1.672  0.037  -5.777
H  0.665  2.001  -4.654
H  0.526  2.084  -2.175
H  1.425  0.218  -0.817
O  -5.852  5.788  1.239
C  -4.999  5.246  0.548
C  -5.139  3.826  0.163
C  -6.268  3.105  0.574
C  -6.427  1.775  0.180
C  -5.464  1.164  -0.623
C  -4.331  1.876  -1.019
C  -4.165  3.208  -0.620
C  -2.954  3.948  -1.028
O  -2.073  3.388  -1.670
C  -2.823  5.372  -0.660
C  -1.695  6.093  -1.074
C  -1.579  7.448  -0.759
C  -2.585  8.085  -0.034
C  -3.703  7.364  0.392
C  -3.820  6.003  0.082
H  -7.026  3.577  1.196
H  -7.306  1.218  0.496
H  -5.595  0.132  -0.940
H  -3.581  1.391  -1.642
H  -0.908  5.603  -1.645
H  -0.704  8.007  -1.084
H  -2.499  9.143  0.203
H  -4.483  7.869  0.961